No. 1
C12H17IrN3S2 | ωB97M-V/def2-TZVPD

```
35
C12H17IrN3S2 | the OMol25 dataset | ωB97M-V/def2-TZVPD
Ir 0.05841 0.24842 1.05562
C 4.26733 2.61216 -1.40314
S 4.07991 2.61180 0.40141
C 2.44456 1.96067 0.51140
S 2.29535 0.33445 1.13424
N 1.45123 2.67581 0.09364
N 0.24859 2.03698 0.23996
C -0.84538 2.65708 -0.04180
C -2.09302 1.93393 0.10947
C -3.31841 2.48590 -0.21522
C -4.45674 1.70017 -0.09572
C -4.32274 0.39109 0.32620
C -3.05825 -0.09423 0.63689
N -1.96816 0.65903 0.54946
H 5.21787 3.10305 -1.59981
H 3.46790 3.18063 -1.86830
H 4.30228 1.59382 -1.78023
H -0.81193 3.68187 -0.39312
H -3.37572 3.50873 -0.55980
H -5.42863 2.10613 -0.33799
H -5.17983 -0.25920 0.42303
H -2.91669 -1.11339 0.96922
C 1.66666 -2.57051 -0.92332
C 1.01900 -2.64383 0.45365
C 0.52972 -4.06704 0.74933
C -0.15857 -1.69752 0.55649
H 2.52714 -3.23575 -0.98054
H 2.00055 -1.55958 -1.15572
H 0.95592 -2.87791 -1.69413
H 1.76117 -2.38553 1.21499
H -0.21387 -4.38027 0.01362
H 0.08262 -4.14390 1.74160
H 1.36316 -4.76651 0.70182
H -0.77640 -1.87525 1.47727
H -0.81503 -1.81129 -0.31046
```

Properties
* largest force on an atom: 1.4 eV/A
* total charge: +1
* LUMO level: -5.4 eV


No. 2
C2H4N2S3 | ωB97M-V/def2-TZVPD

```
11
C2H4N2S3 | the OMol25 dataset | ωB97M-V/def2-TZVPD
S -2.56031 -0.39069 0.96299
C -2.12936 -0.21451 -0.61692
S -0.60103 0.40646 -1.19583
C 0.09228 0.93166 0.38706
N 0.50373 -0.26524 1.04260
N 1.52204 -0.84856 0.73811
S 2.54639 -0.53690 -0.52771
H -2.87994 -0.51856 -1.39875
H 0.91123 1.70554 0.05665
H -0.68276 1.41386 0.97101
H 3.27773 -1.68306 -0.41922
```

Properties
* largest force on an atom: 2.7 eV/A
* SMILES: S=CSC/N=N\S
* energy relative to the best compared isomer or geometry (same formula, charge and spin): 254.8 kJ/mol
* total charge: 0
* LUMO level: -0.3 eV


No. 3
C3HNO2S2 | ωB97M-V/def2-TZVPD

```
9
C3HNO2S2 | the OMol25 dataset | ωB97M-V/def2-TZVPD
C -0.17605 2.21910 0.46093
C -1.63472 0.65978 -0.66280
C -1.28728 -1.62025 -1.70500
N -1.28274 -0.47796 -0.65275
O -0.56680 -2.56543 -1.40951
O -1.99583 -1.44996 -2.66370
S 1.12215 2.56195 1.47119
S -2.64740 1.90872 -0.77515
H -0.68249 3.29600 0.46154
```

Properties
* largest force on an atom: 2.9 eV/A
* energy relative to the best compared isomer or geometry (same formula, charge and spin): 230.4 kJ/mol
* total charge: -2
* LUMO level: 5.6 eV


No. 4
C38H39F3N8O4STi | ωB97M-V/def2-TZVPD

```
94
C38H39F3N8O4STi | the OMol25 dataset | ωB97M-V/def2-TZVPD
Ti -1.14314 0.08302 -0.17525
C -5.29413 -3.09657 4.47644
C -4.44973 -2.13369 3.66770
C -3.50825 -1.36457 4.25311
C -2.67644 -0.47215 3.55038
C -1.55742 0.15839 4.22047
N -0.76068 0.92377 3.54581
C 0.62224 1.28263 3.91811
C 1.66270 0.20438 3.65450
C 2.03844 -0.21409 2.18055
N 3.08067 0.68052 1.72941
C 3.16482 1.71010 0.91312
C 2.20677 2.49244 0.24064
C 2.78265 3.60684 -0.53319
C 2.08113 4.49458 -1.25313
C 2.78249 5.56713 -2.03685
C 0.70149 4.29909 -1.27854
C 0.08269 3.26916 -0.55719
C -1.32604 3.10490 -0.88615
N -1.94485 2.05065 -0.69456
C -3.35954 1.94946 -1.11642
C -3.54817 1.07870 -2.38776
C -3.47395 -0.43734 -2.08867
N -3.04497 -0.73311 -0.71653
C -3.96212 -1.16819 0.08793
C -3.76080 -1.23223 1.52729
C -4.54419 -2.10556 2.28154
C -2.80936 -0.38593 2.15069
O -2.15617 0.53060 1.53195
C 0.79595 2.31435 0.25899
O 0.26674 1.34984 0.87455
H -4.91975 -3.06710 5.51636
H -5.17768 -4.10801 4.14566
H -6.35421 -2.83530 4.44814
H -3.39119 -1.57619 5.32597
H -1.20800 -0.12407 5.21863
H -0.96940 1.08602 2.55280
H 0.58780 1.44551 4.98876
H 0.81788 2.24380 3.45899
H 1.29298 -0.69862 4.15695
H 2.63230 0.43276 4.16375
H 1.24253 -0.23899 1.45445
H 2.52382 -1.18873 2.18332
H 3.99707 0.38173 2.03903
H 4.17195 2.02935 0.77535
H 3.85899 3.74774 -0.53256
H 3.68666 5.91410 -1.50487
H 2.13431 6.38249 -2.37571
H 3.10977 5.06542 -2.94812
H 0.07983 4.97114 -1.86571
H -1.86574 3.97022 -1.34823
H -3.76371 2.90308 -1.37283
H -3.91596 1.52266 -0.29081
H -2.79005 1.29986 -3.12333
H -4.50102 1.33419 -2.85728
H -2.72774 -0.90095 -2.73636
H -4.41452 -0.93281 -2.21657
H -4.94690 -1.33870 -0.35854
H -5.24656 -2.71739 1.76194
N 1.83020 -2.36461 -0.82777
N 0.79533 -3.27877 -0.46309
C -0.37353 -2.81623 0.16702
O -1.19476 -3.67339 0.47592
O -0.38263 -1.57748 0.45739
H 1.53903 -1.80890 -1.66049
H 2.62713 -2.93114 -1.04400
H 0.57372 -4.04640 -1.03900
S -0.14989 -3.05336 4.73052
C 0.70218 -4.21642 3.83947
N 0.16752 -4.65908 2.63763
C 0.76570 -5.51977 1.76276
C 2.02783 -5.96068 2.04080
C 2.51261 -5.47853 3.24193
N 1.90230 -4.71570 4.14369
H -0.70643 -4.22619 2.30131
H 0.25222 -5.66567 0.81333
H 2.54465 -6.75989 1.46499
H 3.45678 -5.83648 3.57390
F 4.20483 3.71401 -7.39460
C 3.95984 2.41452 -7.20624
F 5.14000 1.89826 -6.84696
F 3.66408 1.89562 -8.38346
C 2.92919 2.02194 -6.13879
C 2.91748 0.68008 -5.84646
C 1.97970 0.11256 -4.96050
C 1.23988 0.96263 -4.13792
C 1.31697 2.36539 -4.40942
C 2.07549 2.88042 -5.45893
C 0.50792 0.50713 -2.99102
C -0.01609 0.22029 -1.92456
H 3.59091 0.06241 -6.44458
H 1.88074 -0.95744 -4.91219
H 0.73532 3.05654 -3.82717
H 2.09149 3.94396 -5.73157
```

Properties
* largest force on an atom: 3.2 eV/A
* energy relative to the best compared isomer or geometry (same formula, charge and spin): 0.0 kJ/mol
* total charge: +1
* LUMO level (alpha / beta): -3.3 / -3.3 eV
* spin multiplicity: 2


No. 5
C4H4O3 | ωB97M-V/def2-TZVPD

```
11
C4H4O3 | the OMol25 dataset | ωB97M-V/def2-TZVPD
C 0.91660 0.85610 -0.32469
C -0.20949 0.71731 0.66662
O -0.74090 1.63487 1.22399
C -0.45727 -0.82890 0.83693
O -0.70036 -1.51716 1.78620
C -0.63825 -1.21932 -0.62891
O -1.29664 -0.34129 -1.13600
H 1.75640 1.23026 0.27707
H 0.68703 1.58383 -1.10822
H 1.02895 -0.16199 -0.79771
H -0.37714 -2.16640 -1.13476
```

Properties
* largest force on an atom: 1.9 eV/A
* SMILES: CC(=O)C(=O)C=O
* energy relative to the best compared isomer or geometry (same formula, charge and spin): 221.7 kJ/mol
* total charge: 0
* LUMO level: -0.8 eV


No. 6
C10H16ClFeHfS | ωB97M-V/def2-TZVPD

```
30
C10H16ClFeHfS | the OMol25 dataset | ωB97M-V/def2-TZVPD
Fe 1.62963 -1.30997 -3.60253
Cl 1.51786 -2.09665 -1.40873
C 2.11295 0.70660 -3.71774
C -0.21930 -1.11730 -4.53435
H 1.67812 1.17293 -4.62308
H 1.79424 1.38792 -2.89760
H 3.21735 0.80429 -3.81328
H -0.21915 -0.30826 -5.28842
H -1.11048 -0.87260 -3.91438
H -0.47785 -2.05038 -5.08356
Hf -0.31394 0.14597 -0.71245
C -1.63702 -1.03354 0.50943
C -1.34742 1.76036 -1.55429
H -2.69758 -0.85595 0.32368
H -1.44708 -2.02444 0.08692
H -1.46267 -1.11744 1.57941
H -2.14625 1.51493 -2.29657
H -0.93883 2.72422 -1.96896
S 1.07226 1.27906 0.78716
C 0.64161 0.72864 2.42744
C 1.35014 -0.31438 3.08087
C 0.81279 -0.88600 4.23809
C -0.35842 -0.37421 4.80082
C -0.98814 0.73234 4.22482
C -0.44856 1.31903 3.08483
H 2.26547 -0.69511 2.61950
H 1.31932 -1.74196 4.69779
H -0.77699 -0.82599 5.69319
H -1.90099 1.15122 4.65734
H -0.92110 2.19667 2.60465
```

Properties
* largest force on an atom: 2.9 eV/A
* energy relative to the best compared isomer or geometry (same formula, charge and spin): 231.4 kJ/mol
* total charge: 0
* LUMO level (alpha / beta): -0.5 / -1.9 eV
* spin multiplicity: 6


Across the entries above, energy takes the values -41691.8643; -37621.7828; -30379.6738; -102248.3780; -10352.9143; -69676.6362 eV, respectively.